# 1
28
Properties=species:S:1:pos:R:3 method="wB97M-V/def2-TZVPD" total_charge=0 relative_energy_kcal_mol=80.51 e_lumo_ev=0.8 homo_lumo_gap_ev=8.1 energy_ha=-425.00262 e_homo_ha=-0.2694
C 0.53 -0.56 1.18
C -1.37 0.06 -0.76
C -0.03 0.35 -1.32
C 2.21 1.01 -0.99
C 0.47 0.41 2.34
C 1.80 -1.38 1.12
C -2.07 1.16 0.00
C -2.28 -0.87 -1.51
N 0.88 0.88 -0.45
N -0.62 -1.08 0.78
H -0.46 -1.95 0.26
H 0.31 -0.45 -2.01
H -0.62 1.10 -1.98
H 2.55 0.13 -1.55
H 2.29 1.88 -1.66
H 2.92 1.19 -0.17
H 0.68 -0.12 3.28
H 1.22 1.20 2.20
H -0.51 0.87 2.41
H 2.68 -0.74 1.21
H 1.87 -1.93 0.18
H 1.82 -2.10 1.94
H -2.78 1.69 -0.65
H -2.62 0.73 0.83
H -1.34 1.87 0.38
H -2.81 -1.49 -0.79
H -1.72 -1.53 -2.18
H -3.03 -0.33 -2.09

=====

# 2
21
Properties=species:S:1:pos:R:3 method="wB97M-V/def2-TZVPD" total_charge=+1 relative_energy_kcal_mol=85.87 e_lumo_ev="-5.4 / -7.1" homo_lumo_gap_ev="8.5 / 6.7" energy_ha=-365.97310 s2=0.801 e_homo_ha="-0.5101 / -0.5048" multiplicity=2
C -2.29 0.26 -0.10
C -1.08 1.21 0.00
N 2.39 0.38 -1.30
C 1.05 0.60 -1.30
C 0.29 0.59 -0.16
C 0.82 -0.03 1.02
C 0.04 -0.67 1.99
H -3.09 0.69 0.50
H -2.06 -0.69 0.38
H -2.67 0.16 -1.10
H -1.14 1.78 0.93
H -1.21 2.01 -0.72
H 2.81 -0.47 -0.96
H 2.91 0.70 -2.11
H 0.68 1.14 -2.16
H 1.92 -0.10 1.05
H 0.48 -1.32 2.74
H -0.03 0.51 2.15
H -0.19 -2.35 0.45
H 0.50 -1.87 -0.81
O -0.13 -2.53 -0.50

=====

# 3
58
Properties=species:S:1:pos:R:3 method="wB97M-V/def2-TZVPD" total_charge=-1 relative_energy_kcal_mol=130.54 e_lumo_ev=-0.2 homo_lumo_gap_ev=1.2 energy_ha=-2072.07097 e_homo_ha=-0.0513
K 0.06 1.16 0.25
C -3.92 -6.03 0.24
C -3.26 -4.83 0.72
C -2.46 -4.94 2.12
O -1.76 -3.98 2.48
C -2.34 -6.26 2.75
C -3.06 -7.32 2.28
C -3.88 -7.20 0.98
O -4.46 -8.26 0.49
O -2.90 -8.45 2.92
O -3.21 -3.74 0.11
H -4.45 -6.03 -0.70
H -1.72 -6.32 3.62
C 0.08 -2.72 -6.98
C 0.58 -2.68 -5.58
O 1.93 -3.02 -5.60
C 2.73 -2.78 -4.57
O 2.44 -2.07 -3.61
O 3.92 -3.26 -4.86
C 5.02 -2.97 -4.00
H 0.35 -3.60 -7.58
H 0.57 -1.95 -7.58
H -1.00 -2.60 -6.98
H -0.11 -3.33 -5.04
H 0.46 -1.71 -5.10
H 5.03 -1.96 -3.59
H 5.99 -3.16 -4.47
H 5.01 -3.61 -3.12
C -3.28 2.95 2.48
O -1.97 3.58 2.68
C -1.57 3.58 4.02
C -0.30 4.42 4.30
N 0.84 3.58 4.01
C 2.06 4.35 4.24
C 3.31 3.59 3.77
O 3.40 3.83 2.33
C 4.69 3.54 1.89
H -3.15 1.91 2.78
H -3.60 2.92 1.44
H -4.05 3.44 3.07
H -1.52 2.53 4.31
H -2.37 4.08 4.57
H -0.35 4.79 5.32
H -0.23 5.29 3.64
H 0.82 2.74 4.58
H 2.18 4.41 5.33
H 2.00 5.38 3.87
H 3.26 2.54 4.04
H 4.15 4.03 4.29
H 4.98 2.52 2.17
H 5.41 4.23 2.34
H 4.63 3.66 0.81
C -2.70 4.04 -3.79
O -1.53 4.55 -3.21
H -2.48 3.10 -4.31
H -3.38 3.79 -2.98
H -3.22 4.71 -4.47
H -1.68 5.49 -3.12

=====

# 4
49
Properties=species:S:1:pos:R:3 method="wB97M-V/def2-TZVPD" total_charge=+2 e_lumo_ev="-6.0 / -9.6" homo_lumo_gap_ev="8.5 / 5.2" energy_ha=-2795.37100 s2=6.020 e_homo_ha="-0.5314 / -0.5447" multiplicity=5
Co 14.13 7.43 8.76
O 10.80 9.45 8.46
C 11.79 8.87 8.87
N 12.91 8.64 8.12
C 13.00 9.02 6.73
C 14.26 8.39 6.13
C 14.75 8.71 4.89
C 15.85 8.07 4.44
C 16.60 7.19 5.28
C 16.12 7.01 6.57
N 14.96 7.54 6.96
C 11.99 8.31 10.21
C 11.10 8.47 11.25
C 11.34 7.71 12.40
C 12.53 6.97 12.58
C 13.38 6.88 11.52
N 13.17 7.57 10.36
H 13.07 10.10 6.63
H 12.10 8.63 6.23
H 14.23 9.52 4.37
H 16.21 8.26 3.42
H 17.47 6.64 4.92
H 16.64 6.38 7.29
H 10.27 9.15 11.09
H 10.69 7.74 13.25
H 12.74 6.59 13.62
H 14.31 6.31 11.53
C 6.07 6.32 4.93
C 5.53 5.96 6.31
C 6.16 6.73 7.42
S 7.98 6.60 7.64
O 8.65 7.42 6.61
C 8.39 4.88 7.30
C 9.85 4.60 7.01
C 10.80 4.83 8.23
H 7.09 5.95 4.80
H 6.14 7.41 4.81
H 5.44 5.95 4.17
H 5.58 4.87 6.43
H 4.44 6.24 6.26
H 5.82 6.42 8.41
H 5.94 7.80 7.28
H 7.78 4.48 6.47
H 8.10 4.38 8.27
H 10.09 5.32 6.21
H 9.93 3.59 6.57
H 11.04 5.89 8.22
H 11.77 4.29 8.13
H 10.37 4.56 9.20

=====

# 5
19
Properties=species:S:1:pos:R:3 method="wB97M-V/def2-TZVPD" total_charge=+1 relative_energy_kcal_mol=154.08 e_lumo_ev="-5.2 / -4.9" homo_lumo_gap_ev="7.3 / 8.3" energy_ha=-650.16921 e_homo_ha="-0.4620 / -0.4822"
C -0.17 0.73 -0.45
C 0.17 0.49 -1.87
C 2.71 0.65 0.57
C -0.31 -0.47 1.63
C -1.96 -1.00 -0.24
N -0.95 -0.03 0.40
S -1.35 1.78 0.35
H 1.02 -0.10 -1.78
H 0.50 1.39 -2.48
H -0.56 0.09 -2.50
H 2.05 1.36 -0.03
H 3.17 -0.17 0.08
H 2.54 0.74 1.55
H -1.02 -0.67 2.43
H 0.16 -1.38 1.24
H 0.42 0.34 1.96
H -2.59 -1.19 0.68
H -2.46 -0.68 -1.11
H -1.36 -1.89 -0.44